Entry 1:
{
  "formula": "C16H18N6O4",
  "method": "ωB97M-V with the def2-TZVPD basis set",
  "elements": ["C", "C", "N", "C", "C", "N", "C", "C", "O", "C", "C", "O", "C", "C", "C", "N", "C", "O", "C", "C", "C", "C", "N", "N", "N", "O", "H", "H", "H", "H", "H", "H", "H", "H", "H", "H", "H", "H", "H", "H", "H", "H", "H", "H"],
  "positions_angstrom": [[-2.299, -0.297, -5.432], [-1.807, 0.864, -4.654], [-0.915, 0.889, -3.717], [-0.883, 2.224, -3.384], [0.016, 2.765, -2.316], [1.401, 2.393, -2.547], [2.062, 3.120, -3.620], [1.937, 1.186, -2.198], [2.964, 0.763, -2.705], [1.287, 0.345, -1.154], [1.621, -0.947, -0.956], [0.874, -1.425, 0.073], [0.117, -0.375, 0.466], [-0.811, -0.582, 1.622], [-1.742, 0.607, 1.802], [-0.046, -0.857, 2.828], [-0.151, -2.030, 3.505], [-0.890, -2.935, 3.166], [0.708, -2.135, 4.725], [1.182, -3.505, 5.104], [0.075, -2.871, 5.891], [0.342, -2.382, 7.219], [0.571, -1.984, 8.271], [0.320, 0.697, -0.214], [-1.690, 2.970, -4.071], [-2.323, 2.064, -4.923], [-1.781, -1.192, -5.102], [-3.372, -0.422, -5.286], [-2.119, -0.142, -6.495], [-0.060, 3.852, -2.311], [-0.313, 2.397, -1.349], [3.121, 2.886, -3.612], [1.655, 2.848, -4.599], [1.917, 4.188, -3.464], [2.313, -1.614, -1.432], [-1.387, -1.490, 1.439], [-2.323, 0.777, 0.897], [-2.422, 0.411, 2.630], [-1.178, 1.516, 2.012], [0.568, -0.140, 3.180], [1.345, -1.297, 4.973], [0.888, -4.309, 4.446], [2.151, -3.585, 5.574], [-0.924, -3.248, 5.717]],
  "lowdin_charge": [0.016, -0.401, 0.215, -0.336, -0.093, -0.084, -0.028, -0.409, 0.064, -0.153, 0.003, 0.107, -0.294, -0.271, -0.033, 0.118, -0.447, 0.076, -0.144, -0.035, -0.216, -0.190, 0.151, 0.195, 0.150, 0.033, 0.088, 0.091, 0.092, 0.128, 0.101, 0.087, 0.098, 0.092, 0.142, 0.153, 0.085, 0.086, 0.083, 0.152, 0.145, 0.117, 0.119, 0.147],
  "smiles": "Cc1nc(CN(C)C(=O)c2coc([C@H](C)NC(=O)[C@@H]3C[C@H]3C#N)n2)no1",
  "energy_ha": -1249.98326,
  "de_lowest_kcal_mol": 0.10,
  "orbital_gap_ha": 0.370
}



Entry 2:
{
  "formula": "C16H18N6OS",
  "method": "ωB97M-V with the def2-TZVPD basis set",
  "elements": ["C", "C", "N", "N", "C", "C", "N", "N", "C", "O", "C", "N", "C", "C", "C", "C", "C", "C", "C", "C", "C", "N", "C", "S", "H", "H", "H", "H", "H", "H", "H", "H", "H", "H", "H", "H", "H", "H", "H", "H", "H", "H"],
  "positions_angstrom": [[5.887, -0.711, -1.527], [4.482, -1.138, -1.782], [3.447, -0.497, -1.262], [2.331, -1.189, -1.655], [1.013, -1.133, -1.287], [0.373, -0.233, -0.287], [0.906, 0.875, 0.201], [0.148, 1.647, 1.051], [-1.224, 1.962, 0.972], [-1.967, 1.327, 0.225], [-1.766, 3.142, 1.789], [-0.868, 3.516, 2.928], [-0.818, 4.920, 3.370], [-0.893, 2.578, 4.065], [0.413, -2.222, -1.932], [-1.008, -2.639, -1.889], [-2.033, -1.682, -1.797], [-3.384, -2.124, -1.831], [-3.683, -3.504, -1.877], [-2.693, -4.439, -2.006], [-1.349, -4.013, -2.030], [1.410, -2.955, -2.628], [2.507, -2.318, -2.367], [4.165, -2.655, -2.668], [6.513, -1.128, -2.322], [6.163, -1.080, -0.566], [5.948, 0.399, -1.548], [-0.593, -0.531, 0.095], [0.603, 2.282, 1.702], [-1.910, 4.016, 1.118], [-2.707, 2.864, 2.212], [-0.029, 5.084, 4.098], [-0.659, 5.609, 2.470], [-1.749, 5.170, 3.836], [-1.820, 2.697, 4.641], [-0.843, 1.549, 3.682], [0.004, 2.706, 4.702], [-1.890, -0.614, -1.723], [-4.182, -1.402, -1.790], [-4.733, -3.845, -2.003], [-2.928, -5.511, -2.195], [-0.585, -4.780, -2.187]],
  "lowdin_charge": [-0.085, -0.584, 0.140, -0.077, -0.114, -0.040, 0.054, 0.017, -0.412, 0.025, -0.085, -0.303, -0.095, -0.096, -0.151, -0.160, -0.027, -0.058, -0.114, -0.105, -0.024, 0.127, -0.664, 1.100, 0.072, 0.071, 0.099, 0.102, 0.123, 0.139, 0.111, 0.074, 0.106, 0.063, 0.082, 0.080, 0.090, 0.096, 0.095, 0.109, 0.113, 0.107],
  "smiles": "Cc1nn2c(/C=N/NC(=O)CN(C)C)c(-c3ccccc3)nc2s1",
  "energy_ha": -1422.38980,
  "de_lowest_kcal_mol": 21.97,
  "orbital_gap_ha": 0.302
}



Entry 3:
{
  "formula": "C16H18NO5",
  "method": "ωB97M-V with the def2-TZVPD basis set",
  "elements": ["C", "C", "O", "C", "O", "C", "C", "C", "N", "O", "O", "C", "C", "C", "C", "C", "C", "C", "C", "C", "C", "O", "H", "H", "H", "H", "H", "H", "H", "H", "H", "H", "H", "H", "H", "H", "H", "H", "H", "H"],
  "positions_angstrom": [[-3.648, -1.619, -1.327], [-2.729, -0.431, -1.301], [-1.440, -0.915, -0.840], [-0.441, -0.052, -1.095], [-0.592, 0.929, -1.790], [0.850, -0.472, -0.409], [0.848, 0.054, 0.976], [0.317, -0.928, 1.976], [1.253, -1.718, 2.612], [0.946, -2.438, 3.603], [2.449, -1.711, 2.184], [0.136, 1.433, 1.021], [0.861, 2.566, 0.637], [0.216, 3.781, 0.433], [-1.161, 3.880, 0.695], [-1.853, 2.786, 1.237], [-1.193, 1.561, 1.421], [0.989, -2.003, -0.629], [2.477, -2.303, -0.822], [3.122, -0.988, -1.281], [2.063, 0.099, -1.173], [2.171, 1.202, -1.649], [-4.675, -1.268, -1.439], [-3.407, -2.249, -2.190], [-3.570, -2.209, -0.409], [-2.615, 0.030, -2.287], [-3.053, 0.333, -0.585], [1.881, 0.261, 1.288], [-0.594, -0.749, 2.545], [1.936, 2.464, 0.463], [0.788, 4.641, 0.069], [-1.688, 4.816, 0.505], [-2.905, 2.870, 1.520], [-1.727, 0.713, 1.857], [0.491, -2.571, 0.156], [0.518, -2.262, -1.584], [2.619, -3.109, -1.557], [2.908, -2.636, 0.127], [3.477, -1.064, -2.315], [3.977, -0.723, -0.644]],
  "lowdin_charge": [-0.076, -0.212, 0.001, -0.436, 0.123, -0.254, -0.204, -0.065, -0.464, -0.116, -0.106, -0.158, -0.034, -0.078, -0.105, -0.091, -0.048, -0.100, -0.175, -0.085, -0.308, 0.102, 0.072, 0.077, 0.083, 0.121, 0.120, 0.148, 0.092, 0.115, 0.100, 0.088, 0.094, 0.106, 0.119, 0.121, 0.102, 0.091, 0.116, 0.127],
  "smiles": "CCOC(=O)[C@@]1([C@H](C=[N+]([O-])[O-])c2ccccc2)CCCC1=O",
  "energy_ha": -1051.39828,
  "charge": -1,
  "de_lowest_kcal_mol": 0.00,
  "orbital_gap_ha": 0.240
}



Entry 4:
{
  "formula": "C16H18NOReS5Sb",
  "method": "ωB97M-V with the def2-TZVPD basis set",
  "elements": ["Re", "S", "Sb", "S", "S", "S", "O", "S", "C", "C", "C", "C", "H", "H", "H", "H", "H", "H", "H", "H", "C", "C", "C", "C", "C", "C", "N", "C", "C", "C", "C", "C", "C", "H", "H", "H", "H", "H", "H", "H", "H", "H", "H"],
  "positions_angstrom": [[0.514, -1.568, -0.536], [2.953, -4.045, -4.659], [3.316, -4.729, -2.658], [-0.644, -3.236, -0.858], [2.486, -1.893, -1.188], [3.864, -5.883, -0.934], [0.423, -1.233, 1.387], [1.523, -0.844, 2.497], [0.994, -1.832, 3.921], [0.806, -0.826, 5.059], [0.110, 0.382, 4.438], [0.917, 0.724, 3.185], [1.734, -2.610, 4.099], [0.048, -2.275, 3.603], [1.767, -0.544, 5.492], [0.216, -1.283, 5.852], [0.100, 1.233, 5.116], [-0.923, 0.147, 4.182], [1.822, 1.294, 3.407], [0.373, 1.227, 2.385], [-4.441, 0.459, -1.321], [-3.680, 0.902, -2.404], [-2.311, 0.752, -2.396], [-1.710, 0.128, -1.292], [-2.468, -0.316, -0.198], [-3.833, -0.143, -0.218], [-0.304, -0.061, -1.296], [0.490, 0.995, -1.897], [0.328, 2.281, -1.377], [1.050, 3.315, -1.936], [1.895, 3.073, -3.016], [2.017, 1.790, -3.548], [1.319, 0.740, -2.986], [-5.514, 0.594, -1.333], [-4.163, 1.363, -3.255], [-1.711, 1.086, -3.233], [-1.983, -0.737, 0.675], [-4.428, -0.459, 0.629], [-0.361, 2.462, -0.560], [0.943, 4.316, -1.539], [2.447, 3.892, -3.460], [2.641, 1.615, -4.414], [1.375, -0.251, -3.417]],
  "lowdin_charge": [0.778, 0.185, 0.520, 0.404, 0.207, 0.190, -0.744, 1.122, -0.269, -0.195, -0.193, -0.272, 0.110, 0.114, 0.134, 0.142, 0.139, 0.129, 0.116, 0.103, 0.006, -0.010, 0.023, -0.288, -0.052, -0.028, -0.153, -0.310, -0.008, -0.024, -0.009, -0.029, -0.070, 0.133, 0.133, 0.136, 0.086, 0.129, 0.131, 0.130, 0.131, 0.127, 0.097],
  "energy_ha": -3058.87930,
  "charge": 3,
  "orbital_gap_ha": [0.205, 0.205]
}



Entry 5:
{
  "formula": "C16H19BN6SeV",
  "method": "ωB97M-V with the def2-TZVPD basis set",
  "elements": ["C", "N", "N", "C", "C", "B", "N", "N", "C", "C", "C", "V", "N", "N", "C", "C", "C", "H", "H", "H", "H", "H", "H", "H", "H", "H", "H", "H", "C", "H", "H", "H", "Se", "C", "C", "C", "C", "C", "C", "H", "H", "H", "H", "H"],
  "positions_angstrom": [[2.787, 0.096, -0.320], [1.507, 0.048, -0.813], [1.638, -0.045, -2.205], [2.925, -0.017, -2.546], [3.700, 0.003, -1.388], [0.436, 0.090, -3.147], [-0.550, -1.026, -2.779], [-1.059, -1.171, -1.501], [-1.943, -2.201, -1.553], [-1.973, -2.710, -2.857], [-1.117, -1.912, -3.604], [-0.339, 0.245, -0.138], [-0.257, 1.423, -2.831], [-0.719, 1.670, -1.546], [-1.258, 2.919, -1.561], [-1.142, 3.454, -2.857], [-0.491, 2.474, -3.614], [-1.672, 3.330, -0.657], [-0.170, 2.433, -4.639], [-1.481, 4.407, -3.200], [0.764, 0.050, -4.309], [-0.856, -1.858, -4.649], [3.159, 0.022, -3.600], [-2.532, -3.553, -3.222], [4.768, -0.051, -1.349], [-2.525, -2.494, -0.685], [2.964, 0.261, 0.732], [-2.710, -0.583, 1.292], [-1.969, -1.276, 1.677], [-2.339, -2.301, 1.562], [-0.986, -1.182, 1.162], [-1.847, -1.097, 2.751], [-0.421, 1.705, 1.707], [0.135, 0.702, 3.255], [-0.600, 0.919, 4.436], [-0.269, 0.221, 5.596], [0.802, -0.686, 5.591], [1.535, -0.892, 4.415], [1.202, -0.210, 3.240], [-1.432, 1.619, 4.422], [-0.849, 0.391, 6.504], [1.065, -1.231, 6.502], [2.373, -1.593, 4.412], [1.747, -0.393, 2.314]],
  "lowdin_charge": [-0.051, -0.077, 0.004, 0.004, 0.014, -0.506, -0.019, -0.059, -0.074, -0.005, -0.009, 0.753, -0.006, -0.085, -0.079, 0.007, -0.003, 0.104, 0.144, 0.112, 0.143, 0.144, 0.150, 0.116, 0.116, 0.109, 0.108, 0.055, -0.027, 0.064, -0.022, 0.048, 0.975, -0.564, -0.090, -0.013, 0.015, -0.015, -0.087, 0.118, 0.133, 0.138, 0.132, 0.083],
  "energy_ha": -4319.40235,
  "spin_multiplicity": 4,
  "charge": 2,
  "de_lowest_kcal_mol": 2.77,
  "orbital_gap_ha": [0.257, 0.183]
}